Computed, not measured: a gas-phase ion, C2H2NO2 (charge -1) in a non-equilibrium geometry, with wB97M-V/def2-TZVPD.

LUMO energy: 0.17027 Eh
Energy relative to the best compared isomer or geometry (same formula, charge and spin): 91.42 kcal/mol
Frontier orbital gap: 7.360 eV
E_HOMO: -0.1002 hartree

The geometry in ORCA input format:
```
! RIJCOSX wB97M-V def2-TZVPD def2/J DEFGRID3
* xyz -1 1
O -3.2622 -0.9653 0.2257
H 0.5795 0.8499 -0.3308
C -2.5917 -0.4725 -0.6654
C -0.2101 0.1432 -0.1021
H 0.0365 -0.8347 0.2855
O -1.8136 1.7270 0.0768
N -1.4604 0.5006 -0.0617
*
```

Partial charges, natural (NBO), in e:
1. O -0.6804
2. H 0.1569
3. C 0.2547
4. C -0.3382
5. H 0.1661
6. O -0.5817
7. N 0.0224

=====

Computed, not measured: a molecular structure, C2H4I2O in a non-equilibrium geometry, with wB97M-V/def2-TZVPD.

LUMO energy (spin up / spin down): -0.04082 / -0.00786 Eh
Energy relative to the best compared isomer or geometry (same formula, charge and spin): 89.84 kcal/mol
Frontier orbital gap (spin up / spin down): 6.191 / 8.145 eV
E_HOMO (spin up / spin down): -0.2683 / -0.3072 hartree

The geometry in ORCA input format:
```
! RIJCOSX wB97M-V def2-TZVPD def2/J DEFGRID3
* xyz 0 1
H -2.1424 1.1599 -0.3689
H -0.2327 1.3486 -0.2022
C 0.9754 -0.9007 -0.7678
H -0.3707 -0.0171 1.5234
H 0.9066 -1.5274 -1.7042
O -1.3031 0.3023 1.3735
I 2.2398 0.8119 -0.9632
I 1.1509 -2.0592 0.9322
C -1.2238 0.8815 0.1774
*
```

Partial charges, natural (NBO), in e:
1. H 0.1700
2. H 0.1637
3. C -0.7351
4. H 0.4904
5. H 0.2013
6. O -0.6504
7. I 0.1588
8. I 0.2018
9. C -0.0005

=====

Computed, not measured: 2 unconnected molecules or ions with the total composition C3H9N, with wB97M-V/def2-TZVPD.

LUMO energy: 0.03342 Eh
Energy relative to the best compared isomer or geometry (same formula, charge and spin): 25.02 kcal/mol
Frontier orbital gap: 11.151 eV
E_HOMO: -0.3764 hartree

The geometry in ORCA input format:
```
! RIJCOSX wB97M-V def2-TZVPD def2/J DEFGRID3
* xyz 0 1
N 3.8720 0.4005 1.1544
H -2.7177 -1.3996 -1.1681
H -2.1094 0.9364 -1.0645
H -2.1810 -1.7098 0.4773
C 3.2219 0.4748 0.0799
H -1.3762 0.7229 0.5541
H -3.0963 0.4879 0.3946
C -2.1479 0.3872 -0.1301
H 3.7024 1.2233 1.7311
C -1.9876 -1.0974 -0.4151
H 2.5322 1.2912 -0.1717
H 3.2938 -0.3197 -0.6614
H -1.0062 -1.3977 -0.7804
*
```

Partial charges, natural (NBO), in e:
1. N -0.5857
2. H 0.1993
3. H 0.2031
4. H 0.2003
5. C -0.0432
6. H 0.1992
7. H 0.2041
8. C -0.6042
9. H 0.3293
10. C -0.6009
11. H 0.1415
12. H 0.1582
13. H 0.1990